C21H43N2OP3Pd | ωB97M-V/def2-TZVPD

Element x y z (Å)
1 Pd -0.168936 -0.301669 1.277437
2 P -1.798911 -1.951154 1.125044
3 P 1.340324 -0.920960 2.889092
4 P 1.853640 -1.852821 -1.602740
5 H -0.722922 5.495536 -4.966931
6 C -0.742420 4.524718 -5.478957
7 C -1.840736 3.755027 -5.556956
8 H -2.817750 4.031298 -5.139305
9 C -3.371930 -1.215705 1.661615
10 C -1.514914 -3.376491 2.215719
11 C -2.139265 -2.598265 -0.542795
12 C 2.907440 -0.020213 2.720958
13 C 0.800194 -0.521861 4.571058
14 C 1.805951 -2.676927 2.973157
15 C 1.526133 -1.951920 -3.368831
16 C 1.635382 -3.389081 -0.709169
17 C 3.365162 -0.930243 -1.246223
18 H 0.169706 4.239589 -6.018790
19 H -1.808055 2.844925 -6.177807
20 H -3.502625 -0.245353 1.169622
21 H -3.377808 -1.070345 2.748781
22 H -4.197883 -1.881317 1.378753
23 H -1.245129 -3.038084 3.225589
24 H -0.702072 -3.995993 1.817384
25 H -2.436445 -3.972538 2.264331
26 H -2.063661 -1.762301 -1.254178
27 H -3.160931 -3.013613 -0.544830
28 H -1.404646 -3.377790 -0.797663
29 H 3.651814 -0.414216 3.428535
30 H 2.745488 1.044467 2.943215
31 H 3.304719 -0.104865 1.699773
32 H 1.576954 -0.810296 5.287397
33 H -0.120229 -1.070131 4.799270
34 H 0.602004 0.548580 4.672274
35 H 2.878730 -2.753510 3.189940
36 H 1.598217 -3.189213 2.025184
37 H 1.235603 -3.159889 3.778074
38 H 2.061424 -2.807630 -3.808987
39 H 1.828464 -1.021298 -3.877336
40 H 0.443277 -2.077092 -3.537964
41 H 1.501477 -4.244536 -1.390562
42 H 0.726713 -3.310099 -0.082876
43 H 2.499941 -3.557477 -0.044771
44 H 4.129271 -1.095377 -2.032737
45 H 3.774862 -1.235365 -0.268166
46 H 3.145095 0.150837 -1.206488
47 C -0.600606 0.944995 -1.725772
48 C 0.725999 1.464213 -1.793927
49 C 1.224262 2.037507 -2.952144
50 C 0.464422 1.982398 -4.113777
51 C -0.872805 1.557056 -4.050360
52 C -1.438531 1.117898 -2.871421
53 O -1.032228 0.198348 -0.746144
54 H 0.726255 -1.089401 -1.176485
55 H 1.316007 1.373621 -0.885850
56 H 2.196465 2.546336 -2.935983
57 H 0.862240 2.338758 -5.059698
58 H -1.557909 1.642491 -4.889011
59 H -2.477102 0.795719 -2.834918
60 C -0.035180 3.281352 1.253085
61 C -0.858639 2.608999 2.268506
62 N -1.027804 1.306651 2.448450
63 C -1.842382 1.124941 3.555690
64 C -2.188718 2.347517 4.043532
65 N -1.563755 3.272545 3.220049
66 H 0.141907 4.326552 1.530000
67 H 0.935618 2.762459 1.172459
68 H -0.539572 3.271111 0.275925
69 H -2.117615 0.137891 3.908651
70 H -2.799778 2.644390 4.874833
71 H -1.611287 4.286323 3.277195

Forces on atoms 1 to 2 (eV/Å):
0.4875 0.3815 -1.1284
-1.2606 -0.9040 0.2787

Results
largest force on an atom = 4.27 eV Å⁻¹
LUMO (spin up / spin down) = -11.14 / -16.05 eV
energy relative to the best compared isomer or geometry (same formula, charge and spin) = 1.1 kcal/mol
total charge = +4
molecular weight = 538.93 g/mol
⟨S²⟩ = 6.03
frontier orbital gap (spin up / spin down) = 0.2715 / 0.0766 Eh
spin multiplicity = 5

Atomic partial charges in e from the Mulliken method, atoms 1 to 8: 0.373, 1.173, 1.243, 0.979, 0.293, -0.434, -0.605, 0.299

C23H29N5O3PdSSe | ωB97M-V/def2-TZVPD

Element x y z (Å)
1 Pd -0.366472 -1.588717 0.146555
2 N 5.385000 2.214943 0.239206
3 C 4.591763 1.117018 0.012989
4 C 3.428370 1.226577 -0.753333
5 C 2.652762 0.114153 -1.007645
6 C 3.017034 -1.123596 -0.492922
7 C 4.184718 -1.251860 0.251917
8 C 4.957896 -0.139286 0.511748
9 S 2.044422 -2.538776 -0.889564
10 O 2.902029 -3.565344 -1.387243
11 O 0.983553 -2.055601 -1.783927
12 N 1.163027 -2.959983 0.397539
13 C 1.471459 -2.754572 1.715483
14 N 0.437398 -2.191834 2.371945
15 C 0.579022 -1.992904 3.672575
16 C 1.741161 -2.352071 4.335088
17 C 2.756768 -2.885608 3.554614
18 N 2.642221 -3.085618 2.247560
19 H 5.017163 3.127496 0.036575
20 H 6.087862 2.166904 0.954225
21 H 3.135453 2.188360 -1.152880
22 H 1.750757 0.202044 -1.599678
23 H 4.480397 -2.221067 0.624325
24 H 5.865904 -0.238174 1.091808
25 H -0.256751 -1.533383 4.185729
26 H 1.852304 -2.211632 5.399073
27 H 3.709335 -3.160402 3.993985
28 C -4.572469 -2.920356 0.133619
29 N -4.062972 -2.582890 -1.179892
30 C -4.939059 -1.779653 -2.006874
31 C -2.744192 -2.714205 -1.436529
32 C -2.228890 -2.198158 -2.755775
33 O -1.982306 -3.253127 -0.628275
34 H -5.408911 -3.616723 0.043467
35 H -4.913988 -2.016180 0.644478
36 H -3.776681 -3.379894 0.712507
37 H -5.969608 -2.070052 -1.804040
38 H -4.746371 -1.942478 -3.064263
39 H -4.824318 -0.713248 -1.782068
40 H -2.733996 -2.682609 -3.591303
41 H -1.160550 -2.408212 -2.807371
42 H -2.391760 -1.120647 -2.828780
43 C 0.180012 5.628970 -0.795913
44 C -0.396877 4.273970 -0.498708
45 C -1.591725 3.857135 -1.060213
46 C -2.129092 2.596763 -0.808576
47 C -3.428688 2.240653 -1.476278
48 C -1.436901 1.718607 0.031065
49 Se -2.142626 -0.045175 0.332832
50 C -0.250642 2.139271 0.650224
51 C 0.466982 1.280405 1.651951
52 C 0.251234 3.400535 0.367711
53 H -0.442064 6.174461 -1.502536
54 H 1.179311 5.542706 -1.224362
55 H 0.264962 6.227931 0.111449
56 H -2.131845 4.529104 -1.717125
57 H -4.021840 3.139305 -1.640473
58 H -4.016511 1.541981 -0.884869
59 H -3.248246 1.776149 -2.448417
60 H 0.831882 0.342083 1.208495
61 H -0.202196 1.010708 2.473968
62 H 1.335911 1.801234 2.054575
63 H 1.170448 3.714586 0.850546

Forces on atoms 1 to 2 (eV/Å):
0.2860 -0.8957 0.8338
0.1022 0.0984 -0.0608

Results
largest force on an atom = 1.26 eV Å⁻¹
LUMO (spin up / spin down) = -1.20 / -1.20 eV
energy relative to the best compared isomer or geometry (same formula, charge and spin) = 34.3 kcal/mol
molecular weight = 640.96 g/mol
frontier orbital gap (spin up / spin down) = 0.2289 / 0.2288 Eh

Atomic partial charges in e from the Mulliken method, atoms 1 to 8: 0.359, -0.510, 1.041, -0.790, -0.092, -0.244, -0.567, -0.823

Q: What is the largest force on an atom in the first record?
A: 4.27 eV Å⁻¹

Q: Which of these has the highest energy relative to the best compared isomer or geometry (same formula, charge and spin)?
A: C23H29N5O3PdSSe

Q: Which value of largest force on an atom does entry 2 give?
A: 1.26 eV Å⁻¹

Q: Which value of energy relative to the best compared isomer or geometry (same formula, charge and spin) does entry 2 give?
A: 34.3 kcal/mol